# 1
# C10H16N3

A cluster of 2 separate species, C10H16N3 in total at a distorted geometry (ωB97M-V/def2-TZVPD, the Open Molecules 2025 dataset).

Calculated values
ΔE to the lowest compared entry with this formula, charge and spin: 114.75 kcal/mol
LUMO (spin up / spin down): -5.1 / -5.1 eV
Calculated total energy: -554.49908 hartree
Kohn-Sham gap (spin up / spin down): 7.714 / 7.713 eV
M: 178.3 g mol⁻¹
Strongest force on any atom: 3.65 eV/Å

```
! RIJCOSX wB97M-V def2-TZVPD def2/J DEFGRID3
* xyz 1 1
C -2.72 -0.20 2.55
C -2.75 0.56 1.46
C -2.17 -1.62 1.05
C -2.38 0.59 -1.98
C -2.12 0.16 -0.79
C 3.00 -0.43 -0.06
C 2.44 -0.08 -1.53
C 2.31 0.55 0.90
C 0.94 -0.33 -1.49
C 0.76 0.45 0.81
N -2.44 -1.55 2.29
N -2.35 -0.26 0.44
N 0.34 0.60 -0.59
H -3.23 -0.06 3.46
H -3.02 1.59 1.42
H -1.84 -2.39 0.37
H -1.58 0.78 -2.69
H -3.39 0.50 -2.49
H 2.77 -1.44 0.31
H 4.07 -0.29 -0.24
H 2.45 0.96 -1.36
H 2.98 -0.59 -2.47
H 2.60 0.17 1.84
H 2.80 1.56 0.78
H 0.62 -0.09 -2.53
H 0.65 -1.36 -1.18
H 0.42 -0.62 1.11
H 0.19 1.28 1.35
H 0.66 1.56 -0.74
*
```

=====

# 2
# C15H23FeN2

A structure of composition C15H23FeN2 at a distorted geometry (ωB97M-V/def2-TZVPD, the Open Molecules 2025 dataset).

Calculated values
ΔE to the lowest compared entry with this formula, charge and spin: 62.10 kcal/mol
LUMO (spin up / spin down): 3.0 / 1.0 eV
Calculated total energy: -1958.19907 hartree
Kohn-Sham gap (spin up / spin down): 3.353 / 2.754 eV
M: 287.2 g mol⁻¹
Strongest force on any atom: 3.70 eV/Å

```
! RIJCOSX wB97M-V def2-TZVPD def2/J DEFGRID3
* xyz -1 5
C -1.28 -1.49 -2.71
N -1.64 -2.49 -1.71
N -0.73 -3.58 -1.73
C -0.60 -4.17 -0.41
C -1.09 -4.53 -2.77
H -2.18 -0.91 -2.94
H -0.51 -0.79 -2.34
H -0.91 -2.00 -3.61
H -1.66 -2.08 -0.77
H 0.16 -4.96 -0.49
H -0.25 -3.39 0.28
H -1.54 -4.61 -0.02
H -0.26 -5.23 -2.87
H -2.00 -5.12 -2.51
H -1.27 -4.00 -3.70
C 1.83 -0.74 -0.46
C 2.15 0.49 0.27
C 1.50 0.89 1.44
C 1.96 1.87 2.44
C 0.89 2.14 3.37
C -0.28 1.38 2.96
C 0.07 0.62 1.78
Fe 0.35 2.53 1.48
C -1.37 2.97 0.70
C -0.38 2.77 -0.34
C 0.70 3.71 -0.12
C 0.38 4.49 1.05
C -0.90 4.04 1.57
H 1.79 -0.52 -1.53
H 2.64 -1.46 -0.29
H 0.89 -1.22 -0.15
H 2.97 1.11 -0.08
H 3.00 2.15 2.52
H 0.99 2.72 4.28
H -1.23 1.33 3.50
H -0.51 -0.14 1.27
H -2.34 2.48 0.77
H -0.44 2.08 -1.18
H 1.57 3.84 -0.76
H 0.96 5.32 1.45
H -1.45 4.49 2.38
*
```

=====

# 3
# CH3BrClN

A structure of composition CH3BrClN at a distorted geometry (ωB97M-V/def2-TZVPD, the Open Molecules 2025 dataset).

Calculated values
ΔE to the lowest compared entry with this formula, charge and spin: 118.76 kcal/mol
LUMO (spin up / spin down): -1.3 / -0.2 eV
Calculated total energy: -3128.67399 hartree
Kohn-Sham gap (spin up / spin down): 7.362 / 9.354 eV
M: 144.4 g mol⁻¹
Strongest force on any atom: 1.38 eV/Å

```
! RIJCOSX wB97M-V def2-TZVPD def2/J DEFGRID3
* xyz 0 1
C 1.29 0.20 0.02
N -1.34 -0.41 -0.48
Cl -1.84 -1.64 0.51
Br -2.10 1.23 -0.19
H 1.07 0.26 1.07
H 1.60 -0.74 -0.38
H 1.33 1.09 -0.56
*
```

=====

# 4
# C3H8NO

A cluster of 2 separate species, C3H8NO in total at a distorted geometry (ωB97M-V/def2-TZVPD, the Open Molecules 2025 dataset).

Calculated values
ΔE to the lowest compared entry with this formula, charge and spin: 113.76 kcal/mol
LUMO: -8.2 eV
Calculated total energy: -248.65461 hartree
Kohn-Sham gap: 7.413 eV
M: 74.1 g mol⁻¹
Strongest force on any atom: 6.33 eV/Å

```
! RIJCOSX wB97M-V def2-TZVPD def2/J DEFGRID3
* xyz 1 1
C 0.01 1.02 0.24
C -0.01 2.14 -0.48
C 0.77 -0.96 -0.55
N 1.09 0.09 0.25
H -0.85 0.70 0.83
H 0.69 2.48 -1.24
H -0.84 2.84 -0.40
H 1.42 -1.77 -0.20
H 0.85 -0.60 -1.58
H 2.01 0.51 0.39
H -1.76 -2.52 1.02
H -0.76 -1.73 0.06
O -1.62 -1.72 0.50
*
```

=====

# 5
# C7H22O6

A cluster of 7 separate species, C7H22O6 in total at a distorted geometry (ωB97M-V/def2-TZVPD, the Open Molecules 2025 dataset).

Calculated values
ΔE to the lowest compared entry with this formula, charge and spin: 101.53 kcal/mol
LUMO: 0.3 eV
Calculated total energy: -731.18216 hartree
Kohn-Sham gap: 8.617 eV
M: 202.2 g mol⁻¹
SMILES: C=C/C=C(/C)C=C.O.O.O.O.O.O
Strongest force on any atom: 11.13 eV/Å

```
! RIJCOSX wB97M-V def2-TZVPD def2/J DEFGRID3
* xyz 0 1
C -1.71 1.71 -0.02
C -0.69 0.80 -0.11
C 0.68 1.18 0.22
C 1.74 0.62 -0.40
C 3.11 1.29 -0.38
C 1.67 -0.53 -1.32
C 2.61 -1.46 -1.31
H -1.67 2.67 0.17
H -2.68 1.54 -0.24
H -0.90 -0.13 -0.48
H 0.92 2.03 0.94
H 3.05 2.34 -0.54
H 3.62 1.02 0.46
H 3.55 0.81 -1.27
H 0.83 -0.56 -2.03
H 3.52 -1.45 -0.71
H 2.47 -2.40 -1.75
O -1.18 -1.98 -2.58
H -1.24 -2.66 -1.88
H -1.53 -1.20 -2.33
O -0.21 0.47 2.96
H 0.22 1.34 3.10
H -0.98 0.67 2.42
O -2.83 0.39 2.40
H -3.16 1.24 2.23
H -2.87 -0.04 1.46
O -1.71 2.42 -2.60
H -2.31 2.51 -1.88
H -2.06 1.72 -3.25
O -1.03 -2.97 0.19
H -0.28 -2.46 0.78
H -1.02 -3.66 0.76
O 0.66 -1.94 2.05
H 0.70 -0.90 2.21
H 0.71 -2.42 2.74
*
```

=====

# 6
# C6H17N3

An isolated molecule of C6H17N3 at a distorted geometry (ωB97M-V/def2-TZVPD, the Open Molecules 2025 dataset).

Calculated values
ΔE to the lowest compared entry with this formula, charge and spin: 21.44 kcal/mol
LUMO: 0.8 eV
Calculated total energy: -403.04000 hartree
Kohn-Sham gap: 8.908 eV
M: 131.2 g mol⁻¹
SMILES: CC(C)(N)[C@@](C)(N)CN
Strongest force on any atom: 3.73 eV/Å

```
! RIJCOSX wB97M-V def2-TZVPD def2/J DEFGRID3
* xyz 0 1
C 1.76 -0.70 -1.08
C 0.45 0.02 -0.71
C -0.65 -0.49 -1.66
N 0.65 1.47 -0.86
C 0.10 -0.17 0.80
C -0.48 -1.55 1.11
N 1.24 0.02 1.68
C -0.94 1.27 1.20
N -2.27 1.23 0.75
H 1.71 -1.76 -0.82
H 1.95 -0.61 -2.15
H 2.61 -0.25 -0.57
H -0.70 -1.58 -1.63
H -1.63 -0.10 -1.39
H -0.42 -0.18 -2.68
H -0.12 1.96 -1.31
H 1.48 1.70 -1.39
H -0.63 -1.64 2.18
H -1.43 -1.71 0.62
H 0.20 -2.35 0.80
H 1.95 -0.70 1.57
H 1.68 0.92 1.52
H -0.51 2.26 1.07
H -0.89 1.10 2.27
H -2.41 1.55 -0.19
H -2.68 0.31 0.87
*
```